[1]
# C12H35NO5

A cluster of 5 separate species, C12H35NO5 in total (the ωB97M-V functional and the def2-TZVPD basis, OMol25).

```
53
Properties=species:S:1:pos:R:3:forces:R:3
C -4.980 -2.136 -3.387 0.144 1.573 0.774
O -3.753 -1.793 -2.729 0.674 -0.305 0.141
C -3.786 -1.650 -1.308 -0.959 -0.244 0.760
C -3.619 -3.022 -0.558 1.487 2.235 0.626
C -3.716 -2.811 0.979 -0.856 0.033 -1.504
N -2.296 -3.506 -0.978 -0.796 -1.012 -0.968
H -4.827 -2.483 -4.409 0.481 -0.713 0.436
H -5.477 -1.182 -3.563 -0.588 0.086 0.244
H -5.593 -2.756 -2.733 -0.086 -0.313 -0.435
H -3.007 -0.981 -0.941 0.655 -0.209 -0.686
H -4.645 -1.081 -0.953 -0.876 -0.259 -0.329
H -4.380 -3.688 -0.962 0.038 -0.305 0.373
H -4.632 -2.231 1.088 -0.324 -0.309 0.591
H -2.943 -2.168 1.401 0.350 -0.335 -0.239
H -3.771 -3.786 1.463 0.022 0.273 0.252
H -1.479 -2.976 -0.710 -0.508 0.313 0.662
H -2.412 -3.245 -1.947 0.892 -0.716 -0.853
C 0.264 3.828 -0.129 1.544 1.291 -0.482
C 1.491 4.756 -0.370 -0.030 -1.635 -0.427
O 2.545 3.875 -0.967 -1.379 1.168 0.873
H -0.037 3.496 -1.123 -0.328 -0.345 0.289
H -0.497 4.451 0.341 -0.237 -0.345 0.000
H 0.605 3.019 0.516 -0.373 0.007 -0.097
H 1.758 5.222 0.578 0.599 -0.218 0.009
H 1.214 5.559 -1.053 0.178 -0.053 -0.238
H 3.395 4.319 -0.936 0.007 0.185 0.055
C 4.081 -1.265 -2.695 -1.516 1.094 -0.401
C 3.482 0.147 -3.027 0.435 0.130 -0.029
O 2.058 0.108 -3.397 1.044 -0.591 1.097
H 5.169 -1.230 -2.734 -0.145 -0.191 -0.386
H 3.576 -1.973 -3.352 0.671 -0.218 -0.323
H 3.790 -1.575 -1.692 0.017 0.266 0.090
H 3.959 0.717 -3.824 0.439 -0.712 -0.446
H 3.726 0.779 -2.173 -0.808 0.119 0.445
H 1.687 0.978 -3.234 0.056 0.207 -0.036
C -0.373 -1.008 0.215 -0.340 1.183 -0.976
C 0.845 -0.092 0.385 1.041 -1.296 -0.248
O 1.898 -0.628 -0.465 0.042 0.409 1.416
H -0.566 -1.038 -0.858 -0.049 0.349 -0.308
H -1.265 -0.534 0.624 -0.099 -0.320 0.413
H -0.316 -2.079 0.410 0.634 0.345 1.025
H 1.263 -0.046 1.391 0.103 -0.894 0.207
H 0.665 0.979 0.302 -0.483 -0.076 -1.159
H 1.888 -0.371 -1.390 -0.765 0.348 -0.194
C 1.587 0.498 5.226 -1.094 0.568 0.394
C 2.129 1.931 5.579 -0.021 -1.583 -0.383
O 3.438 2.097 5.106 0.729 0.249 -0.227
H 1.177 0.278 4.241 0.450 0.709 -0.436
H 0.707 0.331 5.847 -0.036 -0.104 0.368
H 2.266 -0.331 5.428 0.389 0.363 0.268
H 2.150 2.002 6.666 -0.337 0.157 0.160
H 1.568 2.771 5.170 -0.340 -0.346 -0.010
H 3.989 1.524 5.645 0.253 -0.011 -0.149
```
Forces are in eV/Å.

SMILES = COC[C@H](C)N.CCO.CCO.CCO.CCO
ΔE to the lowest compared entry with this formula, charge and spin = 181.8 kJ/mol

Partial atomic charges computed with the Mulliken method, in multiples of e:
1. C -0.6653
2. O -0.3827
3. C -0.7956
4. C 0.4929
5. C -1.2567
6. N -0.7712
7. H 0.2455
8. H 0.2676
9. H 0.2871
10. H 0.3100
11. H 0.4416
12. H 0.3381
13. H 0.3522
14. H 0.2171
15. H 0.3469
16. H 0.2489
17. H 0.3641
18. C -0.7197
19. C -0.3166
20. O -0.4952
21. H 0.2749
22. H 0.3806
23. H -0.0104
24. H 0.3384
25. H 0.2925
26. H 0.2678
27. C -0.9473
28. C -0.4146
29. O -0.5771
30. H 0.3533
31. H 0.2806
32. H 0.2881
33. H 0.4388
34. H 0.2633
35. H 0.2987
36. C -0.9039
37. C -0.1611
38. O -0.5099
39. H 0.3937
40. H 0.3554
41. H 0.5024
42. H 0.1645
43. H -0.2606
44. H 0.3666
45. C -0.7237
46. C -0.2508
47. O -0.5186
48. H 0.0514
49. H 0.3211
50. H 0.2977
51. H 0.2573
52. H 0.2796
53. H 0.3028

***

[2]
# C12H36F12N6O2P4Tl

A structure of composition C12H36F12N6O2P4Tl (the ωB97M-V functional and the def2-TZVPD basis, OMol25).

```
73
Properties=species:S:1:pos:R:3:forces:R:3
Tl 0.907 -1.561 -1.889 -0.402 0.369 0.040
P 2.689 0.987 0.498 -0.368 2.188 -0.125
F 2.737 1.978 -0.758 0.383 -0.531 -0.451
F 3.614 -0.096 -0.241 -0.481 -0.081 -0.208
F 3.933 1.694 1.143 0.867 0.125 0.227
F 2.544 0.066 1.795 0.012 -0.824 0.574
F 1.701 2.078 1.200 -0.156 -0.178 0.536
F 1.305 0.303 -0.116 0.716 -0.531 -0.163
P -2.870 -0.774 -0.137 -0.434 -1.469 0.243
F -4.392 -1.206 -0.052 -1.728 -0.173 -0.383
F -2.573 -1.810 -1.295 0.250 -0.457 -1.494
F -3.278 0.318 -1.244 0.428 0.721 0.075
F -1.306 -0.341 -0.159 0.134 -0.049 0.062
F -3.131 0.233 1.074 0.416 0.735 0.304
F -2.572 -1.998 0.864 0.947 0.063 1.339
O -0.284 1.019 -2.544 0.614 -0.406 -0.437
P -0.954 2.319 -2.703 -0.587 -0.873 -0.694
N 0.074 3.585 -2.864 -1.248 -0.724 -0.560
C -0.476 4.848 -3.230 0.511 1.446 0.455
C 1.467 3.413 -2.677 0.703 -0.335 -1.757
N -1.583 2.706 -1.183 -2.558 0.664 -3.090
C -2.838 3.311 -0.851 0.172 0.079 1.222
C -0.748 2.348 -0.186 2.368 -0.665 2.874
N -2.083 2.391 -3.918 -0.642 0.650 1.333
C -3.530 2.120 -3.675 0.002 0.480 -2.017
C -1.654 2.772 -5.271 0.827 -0.906 -0.222
H -0.052 5.212 -4.176 -0.040 -0.050 0.077
H -0.184 5.565 -2.434 -0.366 -0.023 -0.505
H -1.565 4.821 -3.330 0.246 -0.048 0.111
H 1.644 2.375 -2.468 0.200 -0.111 0.357
H 1.925 4.076 -1.980 0.066 0.427 0.872
H 1.950 3.595 -3.645 0.241 0.156 -0.081
H -2.843 3.549 0.230 0.082 -0.116 -0.544
H -3.057 4.224 -1.385 0.018 0.229 -0.476
H -3.627 2.586 -1.017 -0.457 -0.149 -0.027
H -0.410 3.221 0.369 -0.140 0.126 0.529
H -1.257 1.626 0.436 -0.368 0.120 0.944
H 0.138 1.769 -0.438 -0.406 0.597 -0.695
H -3.903 1.498 -4.513 0.259 0.211 0.406
H -3.770 1.602 -2.779 0.435 -0.479 0.614
H -4.145 3.035 -3.691 0.400 -0.008 -0.059
H -2.164 3.665 -5.683 0.237 -0.422 0.383
H -1.770 1.905 -5.966 -0.306 0.645 0.437
H -0.545 2.911 -5.243 -0.896 0.279 -0.092
O 1.123 -2.314 0.631 0.316 -0.657 0.151
P 1.469 -2.975 1.909 0.973 0.693 -1.060
N 0.636 -4.231 2.373 -0.787 -0.564 0.741
C -0.688 -4.035 2.877 0.278 0.597 2.479
C 0.954 -5.624 2.306 0.235 -0.337 -0.950
N 0.926 -1.722 3.101 1.300 -2.560 0.910
C 0.993 -1.845 4.574 1.308 1.616 -1.860
C 0.414 -0.743 2.562 -2.144 4.102 1.660
N 3.050 -3.280 2.107 -0.432 -0.693 0.869
C 3.933 -2.534 1.215 0.818 -0.025 0.305
C 3.626 -3.837 3.383 -1.554 2.821 0.341
H -0.962 -2.990 2.757 -0.896 -0.497 -0.232
H -0.648 -4.283 3.972 -0.201 0.419 -0.529
H -1.340 -4.783 2.514 -1.050 -0.215 -1.076
H 1.946 -5.676 1.921 0.971 -0.561 0.085
H 0.330 -6.100 1.520 0.054 0.009 0.809
H 0.851 -6.071 3.303 0.027 -0.181 -0.385
H 1.040 -0.859 4.977 -0.199 0.815 0.266
H 0.123 -2.305 4.849 -1.858 -1.572 1.230
H 1.913 -2.282 4.833 0.763 -1.108 0.461
H 0.323 -0.643 1.542 -0.262 -0.021 -2.077
H -6.688 -0.002 -0.494 0.397 0.001 0.020
H -0.018 0.070 3.196 0.533 -0.620 -0.475
H 4.855 -3.111 1.126 0.057 0.213 -0.048
H 3.482 -2.430 0.239 -0.038 -0.113 -0.074
H 4.115 -1.526 1.593 0.292 -0.302 -0.011
H 2.858 -4.284 4.002 -0.429 -0.365 -0.259
H 3.944 -2.962 4.025 0.411 -0.971 -0.794
H 4.371 -4.559 3.219 1.162 -0.628 -0.427
```
Forces are in eV/Å.

Net charge = +1

Partial atomic charges computed with the Mulliken method, in multiples of e:
1. Tl 1.1024
2. P 1.6670
3. F -0.3123
4. F -0.3764
5. F -0.3749
6. F -0.3992
7. F -0.3788
8. F -0.9108
9. P 1.6764
10. F -0.3807
11. F -0.3939
12. F -0.3888
13. F -1.0202
14. F -0.3999
15. F -0.3675
16. O -0.6986
17. P -0.0022
18. N 0.5526
19. C -1.0553
20. C -1.0057
21. N 0.7155
22. C -1.0269
23. C -1.0433
24. N 0.5612
25. C -0.5971
26. C -1.0319
27. H 0.3470
28. H 0.3260
29. H 0.3209
30. H 0.2611
31. H 0.2619
32. H 0.3423
33. H 0.4038
34. H 0.3133
35. H 0.3818
36. H 0.4718
37. H 0.6261
38. H -0.1881
39. H 0.3216
40. H 0.0009
41. H 0.3306
42. H 0.3253
43. H 0.3484
44. H 0.3360
45. O -0.5658
46. P 0.2851
47. N 0.3247
48. C -1.0789
49. C -1.1217
50. N 0.6526
51. C -1.1299
52. C 0.1543
53. N 0.3615
54. C -0.8978
55. C -1.1001
56. H 0.3322
57. H 0.2507
58. H 0.4307
59. H 0.3941
60. H 0.3376
61. H 0.3544
62. H 0.4494
63. H 0.4198
64. H 0.2298
65. H -0.2591
66. H 0.2810
67. H 0.3355
68. H 0.3612
69. H 0.2187
70. H 0.2770
71. H 0.3907
72. H 0.3068
73. H 0.3641

***

Which frontier orbital gap belongs to each record? In order, 9.405 2.337 eV.
Which largest force on an atom belongs to each record? In order, 2.76 4.92 eV/Å.
Which lowest unoccupied orbital energy belongs to each record? In order, 0.61 -7.72 eV.